Record 1
An isolated molecule of C5H7NO. Source: the Open Molecules 2025 dataset; level of theory: wB97M-V/def2-TZVPD.

Values from the calculation:
E_HOMO = -9.12 eV
Energy above the lowest of the compared OMol25 structures with the same formula, charge and spin = 5.772 eV

Geometry as XYZ:
```
14
C5H7NO | the Open Molecules 2025 dataset | wB97M-V/def2-TZVPD
N 3.00 0.62 0.90
C 1.94 0.31 0.31
O 1.33 -0.74 -0.26
C -1.60 -0.49 -1.53
C -1.51 -0.51 -0.06
C -0.64 0.62 0.51
C 0.66 0.60 -0.26
H 3.60 -0.20 0.99
H -1.92 -1.50 -1.84
H -1.27 -1.47 0.41
H -2.59 -0.34 0.16
H -0.47 0.49 1.59
H -1.12 1.59 0.36
H 0.60 1.01 -1.26
```

natural (NBO) population analysis, charges in e, atoms 1 to 8: number 1, N, carries -0.67; number 2, C, carries 0.54; number 3, O, carries -0.49; number 4, C, carries -0.01; number 5, C, carries -0.60; number 6, C, carries -0.43; number 7, C, carries 0.01; number 8, H, carries 0.35


Record 2
A structure of composition C5H7NO. Source: the Open Molecules 2025 dataset; level of theory: wB97M-V/def2-TZVPD.

Values from the calculation:
E_HOMO = -9.32 eV
Energy above the lowest of the compared OMol25 structures with the same formula, charge and spin = 1.937 eV

Geometry as XYZ:
```
14
C5H7NO | the Open Molecules 2025 dataset | wB97M-V/def2-TZVPD
C -2.13 0.18 -0.22
C 0.32 0.17 0.15
C 0.74 -0.94 -0.47
C 2.09 -0.56 -0.04
N 3.24 -1.02 -0.15
O 1.58 0.62 0.61
C -0.94 0.89 0.43
H -3.06 0.46 0.26
H -2.20 0.42 -1.29
H -2.03 -0.91 -0.14
H 0.34 -1.76 -1.04
H 3.96 -0.45 0.30
H -1.06 0.97 1.52
H -0.86 1.93 0.07
```

natural (NBO) population analysis, charges in e, atoms 1 to 8: number 1, C, carries -0.60; number 2, C, carries 0.40; number 3, C, carries -0.43; number 4, C, carries 0.56; number 5, N, carries -0.64; number 6, O, carries -0.53; number 7, C, carries -0.48; number 8, H, carries 0.22


Question: E_HOMO of number 1 (C5H7NO)?
Answer: -9.12 eV


Question: E_HOMO of number 2 (C5H7NO)?
Answer: -9.32 eV


Question: Number 2 is which compound?
Answer: C5H7NO